#i
The following is a DFT calculation (wB97M-V/def2-TZVPD) of 2 unconnected molecules or ions with the total composition C2H3OPS.

CARTESIAN COORDINATES (ANGSTROEM)
C (-1.00997, -0.40320, 1.18701)
C (-1.30523, 0.75262, 0.98151)
O (4.73184, 1.25640, -0.17191)
P (2.59586, -0.57160, -0.94769)
S (3.63107, 0.54368, 0.44313)
H (-0.46784, -1.31301, 1.23904)
H (-1.90081, 1.55126, 1.02224)
H (1.46390, -0.71644, 0.06556)

**Orbital gap (spin up / spin down)**: 7.9 / 7.9 eV
**E_LUMO (spin up / spin down)**: -1.5 / -1.5 eV
**HOMO (spin up / spin down)**: -9.39 / -9.39 eV
**Spin multiplicity**: 1

Löwdin atomic charge list, values in e, 2 entries: -0.008 0.020



#ii
The following is a DFT calculation (wB97M-V/def2-TZVPD) of a single C2H3OPS molecule.

CARTESIAN COORDINATES (ANGSTROEM)
C (-0.16159, -0.96580, -0.25796)
C (0.29408, 0.41256, 0.84836)
O (0.78374, 2.87723, 1.11605)
P (-0.90143, -0.55046, -1.68503)
S (0.41704, 1.86423, 0.12487)
H (0.10506, -1.92096, 0.15813)
H (0.48803, 0.15505, 1.87363)
H (-1.02492, -1.87184, -2.17805)

**Orbital gap**: 8.4 eV
**E_LUMO**: -0.9 eV
**HOMO**: -9.26 eV
**Spin multiplicity**: 1

Löwdin atomic charge list, values in e, 2 entries: -0.516 -0.395



Most favorable first, least favorable last: #ii, #i



#i
The following is a DFT calculation (wB97M-V/def2-TZVPD) of 4 unconnected molecules or ions with the total composition CH8O5.

CARTESIAN COORDINATES (ANGSTROEM)
O (1.38018, -0.45836, 0.53718)
C (1.02838, -1.54959, 0.85987)
O (-0.22238, -1.86138, 1.24876)
H (1.59197, -2.48455, 0.95137)
H (-0.85725, -1.18688, 0.90184)
H (-2.05689, 0.65963, -0.34002)
H (-1.40516, 0.88912, 1.06680)
O (-1.81415, 0.23169, 0.48129)
H (0.33291, 2.53958, 0.21508)
H (0.63615, 2.23995, 1.67176)
O (-0.07070, 2.54323, 1.09089)
H (0.86183, -0.78864, -3.53919)
H (0.27403, 0.06302, -2.40516)
O (0.32107, -0.83682, -2.74046)

**Orbital gap**: 10.9 eV
**E_LUMO**: 0.3 eV
**Structure (SMILES)**: O=CO.O.O.O
**HOMO**: -10.59 eV
**Spin multiplicity**: 1

Löwdin atomic charge list, values in e, 2 entries: 0.053 -0.395



#ii
The following is a DFT calculation (wB97M-V/def2-TZVPD) of 4 unconnected molecules or ions with the total composition CH8O5.

CARTESIAN COORDINATES (ANGSTROEM)
O (-0.35747, 0.40117, 2.25807)
C (0.58571, 1.08557, 2.00167)
O (0.55235, 2.18651, 1.21988)
H (1.61236, 0.96148, 2.38141)
H (0.01347, 1.94033, 0.44687)
H (0.32830, 0.82383, -1.40530)
H (-0.94382, 1.62289, -1.43378)
O (-0.22317, 1.40159, -0.85568)
H (1.27232, -1.77582, -2.36608)
H (-0.06426, -1.73392, -1.34746)
O (0.48738, -1.35630, -2.04877)
H (-1.78816, -2.16265, 0.26927)
H (-0.65102, -1.28499, 0.68531)
O (-0.82399, -2.10969, 0.19458)

**Orbital gap**: 11.1 eV
**E_LUMO**: 0.5 eV
**Structure (SMILES)**: O=CO.O.O.O
**HOMO**: -10.64 eV
**Spin multiplicity**: 1

Löwdin atomic charge list, values in e, 2 entries: 0.060 -0.389



Most favorable first, least favorable last: #i, #ii



#i
The following is a DFT calculation (wB97M-V/def2-TZVPD) of 6 unconnected molecules or ions with the total composition CH13O5S.

CARTESIAN COORDINATES (ANGSTROEM)
C (0.17741, -1.84667, -2.29864)
S (-0.05480, -0.67813, -0.90334)
H (0.96017, -1.46625, -2.95033)
H (-0.73525, -1.82451, -2.90456)
H (0.29484, -2.87252, -1.95783)
H (1.39105, 2.26749, -0.68882)
H (-0.08522, 2.38969, -0.48174)
O (0.73245, 2.89414, -0.35223)
H (-2.17684, -2.12450, -0.61837)
H (-3.28132, -1.88836, 0.32968)
O (-3.14983, -2.16532, -0.58407)
H (-1.38584, 0.64901, 0.33120)
H (-2.04805, 1.04196, 1.68421)
O (-1.79112, 1.38390, 0.82102)
H (2.93863, -0.86483, 1.04101)
H (1.47803, -0.86116, 0.54571)
O (2.03963, -0.98766, 1.36406)
H (1.49185, 2.02877, 1.67779)
H (1.99181, 0.91783, 2.53557)
O (2.05873, 1.88293, 2.45465)

**Orbital gap**: 7.6 eV
**Total charge**: -1
**E_LUMO**: 3.6 eV
**HOMO**: -4.05 eV
**Spin multiplicity**: 1

Löwdin atomic charge list, values in e, 2 entries: -0.589 0.396



#ii
The following is a DFT calculation (wB97M-V/def2-TZVPD) of 6 unconnected molecules or ions with the total composition CH13O5S.

CARTESIAN COORDINATES (ANGSTROEM)
C (1.22141, 0.54897, 1.39687)
S (1.93263, 1.91935, 0.42397)
H (0.52362, -0.00570, 0.79032)
H (2.00542, -0.03929, 1.90784)
H (0.74581, 1.07262, 2.23407)
H (0.66495, 0.46042, -2.74623)
H (1.47626, 0.82622, -1.44098)
O (1.37722, 0.12284, -2.16429)
H (0.54233, -1.33194, -0.78885)
H (0.41721, -2.63568, -0.16916)
O (0.60239, -2.24595, -1.04952)
H (-1.39448, -1.63332, 1.77732)
H (-0.06290, -2.12248, 2.05005)
O (-0.92133, -2.47327, 1.79950)
H (-1.70386, 0.68953, 0.19606)
H (-2.88248, 0.43399, -0.64879)
O (-2.56782, 0.25675, 0.23081)
H (0.08942, 2.03560, -1.61175)
H (-1.19919, 1.99076, -0.64673)
O (-0.86661, 2.13058, -1.54052)

**Orbital gap**: 6.7 eV
**Total charge**: -1
**E_LUMO**: 3.3 eV
**HOMO**: -3.35 eV
**Spin multiplicity**: 1

Löwdin atomic charge list, values in e, 2 entries: -0.669 0.213



#iii
The following is a DFT calculation (wB97M-V/def2-TZVPD) of 6 unconnected molecules or ions with the total composition CH13O5S.

CARTESIAN COORDINATES (ANGSTROEM)
C (2.46368, 0.95581, 0.12101)
S (1.36069, -0.41720, -0.31992)
H (2.19527, 1.46471, 1.05225)
H (3.46528, 0.57557, 0.37698)
H (2.62801, 1.65608, -0.69934)
H (1.83008, -2.52624, 1.81458)
H (1.38586, -3.81904, 1.50096)
O (1.42652, -3.27099, 2.30167)
H (-2.14540, 4.49688, 0.92288)
H (-0.92346, 3.99366, 0.34636)
O (-1.34642, 4.82093, 0.49418)
H (-1.57626, 0.20163, 0.77593)
H (-0.51748, 0.64027, -0.22111)
O (-1.50072, 0.71104, -0.03599)
H (-2.47903, 0.57214, -2.69485)
H (-2.77989, -0.15962, -1.42130)
O (-2.87509, -0.24520, -2.38131)
H (0.07637, -3.07810, -1.37681)
H (-0.65700, -3.03992, -0.01466)
O (-0.03103, -3.53243, -0.54154)

**Orbital gap**: 6.7 eV
**Total charge**: -1
**E_LUMO**: 3.3 eV
**HOMO**: -3.43 eV
**Spin multiplicity**: 1

Löwdin atomic charge list, values in e, 2 entries: -0.687 0.255



#iv
The following is a DFT calculation (wB97M-V/def2-TZVPD) of 6 unconnected molecules or ions with the total composition CH13O5S.

CARTESIAN COORDINATES (ANGSTROEM)
C (-1.85759, 0.06570, -1.55403)
S (-1.25398, 1.08074, -0.15378)
H (-1.55808, 0.59456, -2.46329)
H (-1.49509, -0.94875, -1.74508)
H (-2.94612, 0.00380, -1.51497)
H (-1.16460, -0.63878, 1.20106)
H (-0.03531, -1.54051, 1.60980)
O (-0.99880, -1.51403, 1.65775)
H (1.10846, -2.66842, -0.01526)
H (1.94379, -1.39430, -0.01977)
O (2.00929, -2.35233, -0.14355)
H (0.83695, 2.07155, -2.46694)
H (1.69094, 0.87352, -2.36982)
O (1.24607, 1.40769, -3.03881)
H (0.70194, 0.58421, 0.52003)
H (1.85615, 0.92786, 1.45165)
O (1.70330, 0.55965, 0.57546)
H (-0.56189, 0.25163, 3.13883)
H (-0.80578, 1.43071, 2.23449)
O (-0.41965, 1.20550, 3.09622)

**Orbital gap**: 7.6 eV
**Total charge**: -1
**E_LUMO**: 3.6 eV
**HOMO**: -4.03 eV
**Spin multiplicity**: 1

Löwdin atomic charge list, values in e, 2 entries: -0.590 0.362



Most favorable first, least favorable last: #iv, #i, #iii, #ii



#i
The following is a DFT calculation (wB97M-V/def2-TZVPD) of 2 unconnected molecules or ions with the total composition CH6N4S.

CARTESIAN COORDINATES (ANGSTROEM)
C (1.03849, 0.16064, -0.03300)
N (-2.55109, -1.79313, 0.31208)
N (2.34207, -0.27366, -0.12579)
N (0.63457, 1.30615, -0.35975)
N (-1.89606, -0.83131, 0.02145)
S (-2.40284, 0.86259, -0.00127)
H (0.40798, -0.64147, 0.51267)
H (-3.61410, -1.67471, 0.57365)
H (3.16213, 0.21297, -0.59303)
H (2.72285, -0.67864, 0.75334)
H (-1.28885, 1.35300, -0.51438)
H (1.44484, 1.99757, -0.54597)

**Orbital gap**: 9.5 eV
**E_LUMO**: 0.9 eV
**Structure (SMILES)**: [H]/N=C\N.[H]/N=N\S
**HOMO**: -8.56 eV
**Spin multiplicity**: 1

Löwdin atomic charge list, values in e, 2 entries: -0.414 -0.057



#ii
The following is a DFT calculation (wB97M-V/def2-TZVPD) of a single CH6N4S molecule.

CARTESIAN COORDINATES (ANGSTROEM)
C (0.29311, -0.73096, 0.62290)
H (1.39023, 1.28135, 1.01061)
H (1.28524, 1.54476, -0.42245)
H (2.23514, -0.77126, 1.10494)
H (-1.08644, -1.58774, 1.66627)
H (-1.48951, -0.00703, 0.76361)
H (-2.46156, -0.16478, -2.07176)
N (1.98744, 0.94250, 0.26421)
N (1.62613, -0.44839, 0.22027)
N (0.04924, -1.47909, 1.75683)
N (-0.75540, -0.05914, 0.06491)
S (-1.37398, 0.71245, -1.37076)

**Orbital gap**: 9.3 eV
**E_LUMO**: -0.1 eV
**Structure (SMILES)**: [H]/N=C(/NN)NS
**HOMO**: -9.39 eV
**Spin multiplicity**: 1

Löwdin atomic charge list, values in e, 2 entries: -0.567 0.044



Most favorable first, least favorable last: #i, #ii



#i
The following is a DFT calculation (wB97M-V/def2-TZVPD) of 4 unconnected molecules or ions with the total composition CH10NO3.

CARTESIAN COORDINATES (ANGSTROEM)
C (-0.36678, -1.07340, 1.07822)
N (-0.45506, 0.18857, 0.94092)
H (-0.19896, -1.52194, 2.05383)
H (-0.55612, -1.75537, 0.25781)
H (-0.40712, 0.65027, 0.00960)
H (-0.60179, 0.81272, 1.73534)
H (-1.28144, -2.60822, -2.49892)
H (-1.03344, -3.56549, -1.31428)
O (-1.37807, -2.69568, -1.54433)
H (2.56046, 1.72168, 1.95360)
H (2.82362, 1.86550, 0.43231)
O (2.26683, 1.40652, 1.08664)
H (0.47524, 1.92442, -1.63508)
H (-1.02836, 2.35760, -1.63793)
O (-0.33525, 1.95079, -1.10494)

**Orbital gap**: 10.7 eV
**Total charge**: +1
**E_LUMO**: -4.5 eV
**HOMO**: -15.23 eV
**Spin multiplicity**: 1

Löwdin atomic charge list, values in e, 2 entries: 0.155 0.188



#ii
The following is a DFT calculation (wB97M-V/def2-TZVPD) of 4 unconnected molecules or ions with the total composition CH10NO3.

CARTESIAN COORDINATES (ANGSTROEM)
C (0.46013, 1.36743, -0.06409)
N (-0.60819, 1.79669, -0.58876)
H (1.37046, 1.96473, -0.06305)
H (0.52404, 0.54094, 0.65146)
H (-1.52997, 1.40814, -0.37182)
H (-0.62963, 2.51687, -1.30158)
H (1.86471, -1.19721, -2.26865)
H (1.47736, -1.36386, -0.75184)
O (2.01226, -0.85150, -1.37855)
H (1.14831, -0.97918, 2.37773)
H (0.55162, -2.09534, 1.55169)
O (0.55268, -1.12487, 1.65460)
H (-2.03927, -1.09608, 0.75396)
H (-2.99805, -0.51022, -0.32513)
O (-2.15647, -0.37655, 0.12403)

**Orbital gap**: 10.6 eV
**Total charge**: +1
**E_LUMO**: -4.5 eV
**HOMO**: -15.14 eV
**Spin multiplicity**: 1

Löwdin atomic charge list, values in e, 2 entries: 0.129 0.194



Most favorable first, least favorable last: #i, #ii



#i
The following is a DFT calculation (wB97M-V/def2-TZVPD) of a single C6H7ClO molecule.

CARTESIAN COORDINATES (ANGSTROEM)
C (-2.05986, -0.47087, 0.43892)
C (-0.64874, 0.03138, 0.26208)
C (-0.55442, 1.48226, 0.45886)
C (0.28642, -0.87420, 0.00528)
C (1.69702, -0.74025, -0.26437)
C (2.45467, 0.28154, -0.72575)
H (-2.44849, -0.29418, 1.43922)
H (-2.01668, -1.54367, 0.16204)
H (-1.29944, 1.88752, 1.22575)
H (-0.07359, -1.87106, -0.18281)
H (2.30472, -1.64066, -0.12314)
H (2.05724, 1.25320, -0.98669)
H (3.53813, 0.09043, -0.72188)
O (0.05832, 2.24653, -0.26792)
Cl (-3.29528, 0.16202, -0.71961)

**Orbital gap**: 9.1 eV
**E_LUMO**: -0.3 eV
**Structure (SMILES)**: C=C/C=C(\C=O)CCl
**HOMO**: -9.47 eV
**Spin multiplicity**: 1

Löwdin atomic charge list, values in e, 2 entries: -0.538 -0.274



#ii
The following is a DFT calculation (wB97M-V/def2-TZVPD) of a single C6H7ClO molecule.

CARTESIAN COORDINATES (ANGSTROEM)
C (1.19132, -0.50168, 0.02485)
C (0.45673, -0.59882, 1.24198)
C (-0.11802, 0.22060, 0.09055)
C (-1.23376, -0.37658, -0.73082)
C (-0.04243, 1.60233, -0.02885)
C (-0.14744, 2.80797, -0.27057)
H (1.28677, -2.47645, -0.19875)
H (2.07441, 0.23300, -0.07275)
H (-0.24621, -1.54684, 1.16837)
H (0.76624, -0.21763, 2.28764)
H (-0.77284, -1.38113, -1.03676)
H (-1.36833, 0.35805, -1.55932)
H (-0.29073, 3.90680, -0.15803)
O (1.24011, -1.50155, -0.82924)
Cl (-2.79581, -0.52807, 0.07170)

**Orbital gap**: 9.5 eV
**E_LUMO**: 0.4 eV
**Structure (SMILES)**: C#C[C@]1(CCl)C[C@H]1O
**HOMO**: -9.09 eV
**Spin multiplicity**: 1

Löwdin atomic charge list, values in e, 2 entries: -0.464 -0.018



#iii
The following is a DFT calculation (wB97M-V/def2-TZVPD) of 2 unconnected molecules or ions with the total composition C6H7ClO.

CARTESIAN COORDINATES (ANGSTROEM)
C (1.01302, -1.66335, 0.92791)
C (0.07209, -0.89880, 0.80442)
C (-0.89930, 0.15695, 1.04879)
C (1.32350, 1.40116, -1.03386)
C (1.75775, 0.18691, -1.19822)
C (-2.35784, -0.27890, 0.73072)
O (-0.61833, 1.27691, 1.39345)
Cl (1.01004, -1.04826, -2.06664)
H (1.85054, -2.21173, 0.52794)
H (0.22446, 1.57844, -1.14263)
H (1.83994, 2.28606, -0.71343)
H (2.83584, 0.13318, -1.20884)
H (-2.32711, -1.26083, 0.41597)
H (-2.67727, 0.43674, -0.08070)
H (-3.04732, -0.09448, 1.59511)

**Orbital gap**: 9.5 eV
**E_LUMO**: -0.1 eV
**Structure (SMILES)**: C#CC(C)=O.C=CCl
**HOMO**: -9.54 eV
**Spin multiplicity**: 1

Löwdin atomic charge list, values in e, 2 entries: 0.110 -0.102



Most favorable first, least favorable last: #i, #iii, #ii